Entry 1:
97
Properties=species:S:1:pos:R:3:mulliken_charge:R:1 method="wB97M-V/def2-TZVPD" energy_ev=-1584010.080 charge=0 e_lumo_ev=0.173 homo_energy_ha=-0.280
N 0.84 -2.93 2.13 -0.280
O -0.40 -3.22 2.57 -0.087
C -1.40 -2.27 2.06 0.381
O -1.20 -1.26 1.21 -0.337
O -2.81 -2.49 2.51 -0.215
S -3.17 -4.07 1.93 -0.022
H 1.53 -3.63 2.53 0.113
H 0.93 -3.08 1.09 0.226
H -2.12 -4.55 1.11 0.130
Br -4.36 0.37 -0.14 -0.090
C -3.09 1.54 0.77 -0.662
C -3.55 2.98 0.72 -0.579
Br -3.22 3.77 -1.03 -0.149
H -2.11 1.38 0.31 0.337
H -3.06 1.18 1.80 0.353
H -2.97 3.59 1.42 0.399
H -4.61 3.11 0.94 0.333
Br -5.97 -2.72 0.86 0.008
C -7.61 -2.87 -0.19 -0.616
C -8.10 -1.51 -0.64 -0.455
Br -8.95 -0.54 0.81 -0.160
H -8.34 -3.40 0.44 0.404
H -7.35 -3.49 -1.04 0.323
H -8.87 -1.62 -1.41 0.405
H -7.29 -0.87 -1.03 0.127
Br 3.38 -5.40 3.40 -0.246
C 4.73 -4.34 2.47 -0.604
C 5.96 -4.14 3.33 -0.257
Br 5.64 -2.78 4.70 -0.129
H 4.25 -3.40 2.17 0.442
H 4.98 -4.92 1.58 0.401
H 6.79 -3.75 2.74 -0.030
H 6.28 -5.05 3.85 0.398
Br -3.27 -4.81 -2.27 -0.147
C -2.28 -3.25 -2.89 -0.367
C -1.39 -2.70 -1.81 -0.713
Br -2.42 -1.69 -0.49 0.153
H -3.02 -2.53 -3.26 0.098
H -1.69 -3.61 -3.74 0.375
H -0.68 -1.98 -2.23 0.423
H -0.84 -3.47 -1.26 0.307
Br 7.69 -2.68 0.48 -0.166
C 8.95 -1.22 0.82 -0.519
C 8.45 -0.31 1.92 0.086
Br 7.04 0.87 1.28 -0.067
H 9.10 -0.70 -0.14 0.393
H 9.88 -1.71 1.11 0.355
H 9.25 0.36 2.26 -0.337
H 8.05 -0.85 2.78 0.334
Br 4.72 -5.32 7.90 -0.129
C 3.30 -6.33 7.01 -0.095
C 3.28 -7.77 7.47 -0.566
Br 4.72 -8.80 6.65 -0.147
H 3.46 -6.22 5.93 -0.169
H 2.38 -5.82 7.29 0.379
H 2.36 -8.26 7.16 0.346
H 3.39 -7.87 8.56 0.374
Br -5.18 0.36 -3.98 -0.082
C -6.60 -0.65 -4.87 -0.620
C -6.62 -2.09 -4.40 -0.308
Br -5.18 -3.12 -5.23 -0.147
H -6.44 -0.54 -5.95 0.410
H -7.52 -0.14 -4.59 0.332
H -7.54 -2.58 -4.72 0.399
H -6.51 -2.20 -3.32 0.032
Br -7.35 3.55 -2.53 -0.130
C -6.87 5.26 -3.35 -0.574
C -6.18 5.05 -4.68 -0.072
Br -4.33 4.48 -4.45 -0.152
H -6.25 5.79 -2.63 0.369
H -7.81 5.79 -3.48 0.350
H -6.12 5.99 -5.24 -0.233
H -6.67 4.30 -5.31 0.415
Br -6.96 7.75 -7.07 -0.129
C -6.02 9.46 -6.98 -0.555
C -5.42 9.68 -5.61 -0.579
Br -6.79 10.22 -4.32 -0.119
H -6.73 10.23 -7.28 0.369
H -5.23 9.39 -7.74 0.340
H -4.71 10.51 -5.63 0.353
H -4.93 8.80 -5.20 0.326
Br 2.13 1.17 0.47 -0.073
C 3.12 2.73 -0.16 -0.611
C 4.01 3.28 0.93 -0.405
Br 2.98 4.29 2.25 -0.136
H 2.38 3.45 -0.52 0.386
H 3.71 2.37 -1.00 0.323
H 4.72 4.00 0.51 0.362
H 4.56 2.51 1.47 0.103
Br 10.25 2.60 1.38 -0.116
C 11.49 2.40 2.88 -0.646
C 12.91 2.26 2.40 -0.543
Br 13.26 0.47 1.70 -0.138
H 11.14 1.54 3.46 0.362
H 11.36 3.31 3.47 0.376
H 13.61 2.38 3.23 0.341
H 13.17 2.97 1.61 0.361

=====

Entry 2:
136
Properties=species:S:1:pos:R:3:mulliken_charge:R:1 method="wB97M-V/def2-TZVPD" energy_ev=-71748.028 charge=0 smiles="CNC(C)=O.CNC(C)=O.CNC(C)=O.c1ccncc1.c1ccncc1.C1CCOC1.C1CCOC1.C1CCOC1.C1CCOC1.C1CCOC1.C1CCOC1" e_lumo_ev=0.251 homo_energy_ha=-0.348
C -3.92 -2.42 -0.10 0.775
C -4.15 -3.91 -0.31 0.417
C -5.11 -3.86 -1.51 -0.708
O -4.77 -2.71 -2.26 -0.506
C -3.73 -2.00 -1.55 0.624
H -3.05 -2.09 0.47 -0.483
H -4.79 -1.93 0.34 -0.170
H -4.63 -4.40 0.54 0.494
H -3.19 -4.35 -0.55 -0.655
H -6.16 -3.93 -1.19 0.318
H -4.95 -4.75 -2.12 0.381
H -3.92 -0.94 -1.71 0.299
H -2.75 -2.28 -1.95 -0.835
C 1.06 0.65 0.06 0.727
C 0.90 -0.74 0.69 0.030
C -0.44 -1.18 0.18 0.001
O -1.24 0.00 0.29 -0.189
C -0.42 1.12 0.00 -0.283
H 1.56 0.64 -0.91 0.018
H 1.61 1.34 0.69 -0.601
H 0.92 -0.60 1.78 0.207
H 1.71 -1.40 0.38 -0.183
H -0.89 -2.00 0.74 0.135
H -0.50 -1.51 -0.87 -0.459
H -0.68 1.91 0.71 0.284
H -0.61 1.55 -1.00 -0.027
C -0.46 -6.33 -1.80 -0.820
C -0.86 -5.27 -2.83 -0.632
C -0.33 -4.01 -2.15 -0.127
O -0.71 -4.19 -0.80 0.107
C -0.57 -5.59 -0.46 -0.260
H 0.59 -6.57 -1.99 0.370
H -0.96 -7.30 -1.87 0.364
H -1.94 -5.20 -2.96 0.165
H -0.45 -5.48 -3.82 0.451
H -0.80 -3.14 -2.64 -0.242
H 0.75 -3.84 -2.25 0.407
H -1.45 -5.87 0.12 0.369
H 0.35 -5.69 0.12 -0.048
C 0.36 5.22 -3.64 -0.606
C 0.48 4.02 -2.70 0.579
C 1.99 3.97 -2.40 0.438
O 2.65 4.96 -3.20 -0.474
C 1.69 5.96 -3.50 -0.529
H -0.51 5.85 -3.45 0.361
H 0.25 4.85 -4.66 0.274
H 0.14 3.07 -3.12 -0.432
H -0.09 4.20 -1.78 0.144
H 2.50 3.01 -2.47 0.209
H 2.15 4.38 -1.39 -0.556
H 1.92 6.47 -4.43 0.357
H 1.68 6.70 -2.69 0.212
C -1.89 0.58 -4.16 0.351
C -0.60 0.48 -5.01 -0.430
C -1.14 0.28 -6.43 -0.614
O -2.47 -0.22 -6.28 -0.468
C -2.75 -0.44 -4.90 -0.375
H -2.32 1.58 -4.18 0.358
H -1.66 0.24 -3.15 -0.466
H -0.12 -0.44 -4.68 0.217
H 0.07 1.33 -4.93 0.289
H -0.53 -0.42 -7.00 0.294
H -1.19 1.22 -6.98 0.314
H -2.49 -1.47 -4.64 0.189
H -3.82 -0.30 -4.74 0.354
C -3.58 -2.28 3.77 0.091
C -2.10 -2.08 4.15 0.535
C -1.81 -3.25 5.10 -0.288
O -3.01 -3.98 5.29 -0.471
C -4.07 -3.12 4.95 -0.674
H -3.65 -2.93 2.90 -0.255
H -4.16 -1.37 3.60 0.423
H -2.03 -1.10 4.62 0.351
H -1.43 -2.07 3.28 -0.800
H -1.37 -2.96 6.06 0.248
H -1.06 -3.90 4.65 0.171
H -4.28 -2.48 5.82 0.297
H -5.03 -3.60 4.75 0.400
C 3.65 -3.22 1.93 -0.564
C 3.26 -4.67 2.03 0.396
O 4.04 -5.57 1.73 -0.691
N 1.98 -4.97 2.39 -0.029
C 0.95 -4.01 2.69 -0.832
H 3.21 -2.64 2.75 0.223
H 3.21 -2.79 1.03 0.036
H 4.73 -3.17 1.90 0.435
H 1.77 -5.95 2.50 0.282
H 0.94 -3.12 2.08 -0.001
H 0.94 -3.70 3.74 0.444
H -0.05 -4.42 2.52 0.416
C 1.50 3.80 2.58 -0.627
C 2.31 4.60 1.60 0.622
O 3.45 4.29 1.34 -0.662
N 1.71 5.68 1.01 -0.051
C 0.44 6.30 1.36 -0.974
H 2.20 3.45 3.34 0.056
H 1.05 2.92 2.13 -0.135
H 0.75 4.33 3.17 0.500
H 2.18 6.01 0.19 0.326
H -0.42 5.71 1.04 0.275
H 0.39 7.23 0.81 0.341
H 0.41 6.50 2.43 0.342
C 4.44 0.75 2.30 -0.275
C 3.93 0.74 3.74 0.417
O 2.86 0.26 4.05 -0.598
N 4.73 1.38 4.63 -0.186
C 4.34 1.54 6.02 -0.876
H 5.37 0.20 2.20 0.449
H 4.58 1.81 2.05 0.365
H 3.63 0.33 1.71 -0.415
H 5.55 1.88 4.32 0.234
H 5.23 1.68 6.65 0.359
H 3.90 0.61 6.39 0.268
H 3.66 2.38 6.14 0.272
N -6.60 1.94 0.71 -0.591
C -6.10 3.14 0.39 -0.323
C -4.76 3.38 0.18 -0.513
C -3.86 2.35 0.38 0.001
C -4.35 1.13 0.78 0.214
C -5.73 0.95 0.88 -0.416
H -6.85 3.92 0.26 0.354
H -4.43 4.35 -0.18 0.395
H -2.82 2.46 0.09 0.314
H -3.73 0.27 1.00 0.229
H -6.12 -0.03 1.13 0.389
N 4.60 1.30 -2.52 -0.508
C 5.42 1.82 -3.43 -0.427
C 6.12 3.00 -3.24 -0.338
C 6.23 3.47 -1.94 -0.548
C 5.46 2.87 -0.95 -0.276
C 4.64 1.81 -1.29 0.281
H 5.30 1.41 -4.43 0.368
H 6.62 3.51 -4.05 0.399
H 6.85 4.32 -1.71 0.401
H 5.49 3.32 0.03 0.338
H 3.97 1.44 -0.52 0.381

=====

Entry 3:
69
Properties=species:S:1:pos:R:3:nbo_charge:R:1 method="wB97M-V/def2-TZVPD" energy_ev=-34148.511 charge=0 smiles=CC1(C)CCCC(C)(C)N1O.CO.CO.CO.CO.CO.CO.O e_lumo_ev=0.211 homo_energy_ha=-0.297
C 2.64 0.44 3.18 -0.255
O 1.95 0.92 2.02 -0.724
H 2.31 0.95 4.08 0.167
H 2.55 -0.64 3.21 0.184
H 3.70 0.70 3.08 0.163
H 1.68 1.80 2.30 0.466
C -5.68 -4.58 -1.14 -0.256
O -4.91 -4.68 0.05 -0.709
H -5.26 -5.22 -1.93 0.157
H -6.66 -4.98 -0.87 0.182
H -5.73 -3.61 -1.63 0.163
H -4.13 -4.17 -0.19 0.463
C -4.55 0.04 9.33 -0.251
O -3.65 -0.49 8.41 -0.726
H -4.15 0.93 9.81 0.187
H -5.61 0.04 9.09 0.166
H -4.59 -0.72 10.12 0.151
H -4.00 -1.27 7.97 0.473
C -7.03 0.08 2.86 -0.253
O -7.56 1.37 2.46 -0.728
H -5.94 0.08 2.97 0.164
H -7.50 -0.38 3.72 0.186
H -7.17 -0.61 2.02 0.164
H -7.52 1.43 1.50 0.467
C -3.02 4.11 1.43 -0.251
O -1.80 4.18 2.23 -0.737
H -3.72 4.70 2.02 0.170
H -2.94 4.55 0.43 0.183
H -3.44 3.11 1.25 0.167
H -2.04 4.23 3.16 0.468
C -4.39 -5.87 6.38 -0.253
O -4.49 -4.55 5.81 -0.726
H -3.52 -6.36 5.95 0.165
H -4.32 -5.90 7.46 0.184
H -5.27 -6.47 6.13 0.162
H -4.53 -4.68 4.86 0.468
O -1.48 -1.50 2.12 -0.943
H -1.93 -1.15 2.89 0.467
H -0.77 -0.88 1.96 0.475
C 5.82 -0.67 -4.68 -0.646
C 5.44 0.47 -3.85 0.114
C 6.37 1.71 -4.35 -0.390
C 5.71 2.22 -5.68 -0.401
C 4.32 2.69 -5.37 -0.402
C 3.32 1.58 -4.98 0.128
N 3.99 0.86 -3.89 -0.217
O 3.18 -0.11 -3.35 -0.574
C 2.18 2.41 -4.33 -0.613
C 2.77 0.87 -6.27 -0.645
C 5.73 0.25 -2.40 -0.621
H 5.64 -1.63 -4.20 0.219
H 6.86 -0.59 -5.02 0.210
H 5.20 -0.78 -5.57 0.218
H 6.27 2.53 -3.64 0.205
H 7.37 1.37 -4.61 0.209
H 5.77 1.49 -6.49 0.198
H 6.28 3.06 -6.08 0.203
H 4.01 3.06 -6.35 0.206
H 4.40 3.46 -4.61 0.207
H 1.30 1.80 -4.54 0.206
H 2.28 2.65 -3.27 0.221
H 1.94 3.29 -4.92 0.206
H 2.18 1.69 -6.69 0.212
H 3.51 0.51 -6.98 0.210
H 2.20 0.00 -5.98 0.224
H 5.30 -0.65 -1.97 0.213
H 5.19 0.99 -1.81 0.211
H 6.80 0.20 -2.17 0.215
H 3.11 0.31 -2.48 0.472

=====

Entry 4:
27
Properties=species:S:1:pos:R:3:nbo_charge:R:1 method="wB97M-V/def2-TZVPD" energy_ev=-13456.581 charge=+2 e_lumo_ev=-8.345 homo_energy_ha=-0.654
C 0.95 -0.81 1.57 0.271
C -1.48 -3.39 0.29 -0.223
C -0.59 -2.89 -0.77 -0.236
C 1.31 0.93 -1.23 -0.765
C -1.14 1.80 -1.56 -0.744
C 0.90 1.62 2.35 -0.437
C -0.05 1.21 -0.83 0.532
N 0.44 -1.93 1.28 -0.261
N 0.62 0.50 1.34 -0.299
N -0.40 0.95 0.42 -0.343
N -0.87 -2.07 0.43 -0.289
H 1.87 -0.86 2.06 0.256
H -2.57 -3.47 0.33 0.281
H -1.08 -4.13 0.98 0.274
H 0.53 -3.10 -0.79 0.280
H -0.95 -2.70 -1.87 0.279
H 1.11 0.73 -2.23 0.276
H 2.11 1.76 -1.35 0.354
H 1.98 0.14 -0.70 0.295
H -2.12 1.59 -1.10 0.258
H -1.16 1.52 -2.68 0.303
H -1.14 2.91 -1.51 0.330
H 0.22 2.50 1.97 0.242
H 0.55 1.31 3.36 0.240
H 1.99 1.77 2.59 0.268
H -1.55 -1.15 0.47 0.439
H -1.31 1.12 0.74 0.421